No. 1
Here is a structure of composition C11H13HgN4O5 in a non-equilibrium geometry from the OMol25 dataset. Energies are from the ωB97M-V functional and the def2-TZVPD basis.

For the gap between HOMO and LUMO (alpha / beta), the calculation gives 6.88 / 7.55 eV. Its HOMO energy (alpha / beta) is -11.3482 / -11.8984 eV. Its net charge is +1. For the LUMO energy (alpha / beta), the calculation gives -0.1642 / -0.1597 Ha.

```
34
Properties=species:S:1:pos:R:3:forces:R:3:mulliken_charge:R:1
O 0.434 0.051 -3.134 1.415 -0.821 3.656 -0.4718
C 1.027 -0.005 -2.037 -0.547 1.568 -4.321 0.3627
Hg 0.698 -0.024 -0.050 -0.906 -0.095 0.206 1.2138
O 3.472 0.059 -2.774 -1.271 0.270 1.156 -0.2568
C 2.563 -0.171 -2.065 1.310 -0.916 -1.861 -0.0239
C -2.706 -0.050 -0.879 0.149 -0.039 -0.412 -0.0092
O -2.759 0.023 0.288 0.018 0.034 0.344 -0.2688
C -0.171 -2.661 -0.772 -0.598 -3.011 0.514 0.1219
O -0.360 -3.774 -0.600 0.425 2.559 -0.471 -0.1783
C -0.241 2.635 -0.705 -0.634 2.843 0.585 0.1233
O -0.453 3.736 -0.490 0.450 -2.405 -0.544 -0.1700
H -3.564 -0.011 -1.596 -0.004 0.004 0.114 0.2663
C 0.684 1.336 2.602 0.265 0.200 2.370 -0.3984
N 1.006 0.006 2.017 0.674 0.265 -1.262 -0.2461
C 0.340 -1.095 2.740 0.281 -0.100 2.388 -0.4559
N 0.795 -1.081 4.179 -0.349 0.420 -1.252 0.0384
C 0.463 0.240 4.771 0.198 0.061 -0.536 -0.7207
N 1.131 1.359 4.039 -0.339 -0.694 -0.890 0.0436
C 2.587 1.122 4.097 -0.168 -0.415 -0.310 -0.7380
N 2.968 -0.178 3.448 -0.773 0.091 0.838 0.0509
C 2.521 -0.192 2.064 0.590 -0.133 1.395 -0.4934
C 2.255 -1.252 4.230 0.016 0.446 -0.433 -0.7426
H -0.409 1.476 2.598 0.410 0.041 -0.238 0.2400
H 1.219 2.148 2.072 -0.358 -0.533 0.058 0.3167
H 0.618 -2.066 2.296 -0.202 0.439 0.062 0.3619
H -0.746 -0.919 2.731 0.314 -0.214 -0.181 0.2294
H 0.838 0.238 5.811 -0.429 0.109 -0.455 0.3534
H -0.628 0.391 4.717 0.409 -0.065 0.253 0.3417
H 3.086 1.930 3.557 0.120 0.000 0.259 0.3538
H 2.873 1.089 5.169 0.066 0.112 -0.805 0.3503
H 2.777 -1.178 1.622 -0.248 0.585 0.078 0.3239
H 3.032 0.633 1.523 -0.473 -0.484 0.153 0.3764
H 2.547 -1.180 5.298 0.112 -0.218 -0.769 0.3505
H 2.510 -2.220 3.785 0.075 0.093 0.310 0.3549
```
Forces are in eV/Å.

***

No. 2
Here is an isolated molecule of C16H23N5O4 in a non-equilibrium geometry from the OMol25 dataset. Energies are from the ωB97M-V functional and the def2-TZVPD basis.

For the gap between HOMO and LUMO, the calculation gives 9.18 eV. Its HOMO energy is -8.7497 eV. Its SMILES is CCOC(=O)c1ccc(N(CC/C(CN)=N/NC(N)=O)C(C)=O)cc1. For the LUMO energy, the calculation gives 0.0159 Ha.

```
48
Properties=species:S:1:pos:R:3:forces:R:3:mulliken_charge:R:1
O 4.613 -2.897 -1.787 -1.738 -1.077 -1.335 -0.5932
O -4.082 5.950 2.579 0.574 -0.136 -0.136 -0.6514
O -0.820 -2.301 2.669 0.431 -0.239 -0.619 -0.6030
N -2.590 3.125 1.148 0.667 -0.631 -0.634 -0.4177
O 2.916 -4.153 -2.782 0.178 1.375 1.332 -0.2639
C 3.426 -3.176 -1.959 1.406 0.414 1.007 0.2776
C -3.697 4.794 2.483 -1.471 1.069 0.354 0.4424
C -1.071 -1.152 2.378 -0.253 -0.274 0.476 0.8044
C -1.777 2.770 0.200 -0.297 1.752 0.032 0.3289
C 2.762 -1.240 -0.529 0.162 0.126 0.113 -0.8412
C 1.146 -2.951 -0.920 -0.932 -0.022 0.168 -0.7204
C 1.869 -0.580 0.294 -1.159 -0.578 0.372 -0.4007
C 0.208 -2.298 -0.093 1.240 0.187 -0.123 -0.4984
C 2.425 -2.443 -1.138 -1.138 -0.454 -0.125 0.5829
C 0.577 -1.114 0.561 0.588 -0.068 -0.713 0.5169
N -4.078 3.840 3.383 -0.062 -0.516 0.001 -0.3844
N -2.894 4.430 1.422 0.910 -0.116 -0.985 -0.0031
N 0.029 4.501 0.053 0.305 0.086 0.103 -0.5660
N -0.362 -0.438 1.398 -0.248 -0.021 1.261 0.4861
C -2.197 -0.513 3.217 0.499 0.695 -0.699 -1.1942
C -1.017 3.792 -0.701 -0.821 0.291 0.303 -0.8954
C 3.216 -5.598 -4.686 0.373 -1.132 -0.253 -1.2190
C 3.857 -4.661 -3.691 0.806 -0.026 -1.616 -0.1902
C -1.440 1.298 0.119 0.156 1.186 0.563 -0.3169
C -0.512 1.024 1.286 0.180 -0.797 0.498 -1.2081
H 3.749 -0.825 -0.680 0.007 -0.048 -0.032 0.4359
H 0.831 -3.879 -1.409 0.241 0.349 0.178 0.3778
H 2.164 0.327 0.784 0.167 0.283 0.079 0.4620
H -0.766 -2.719 0.076 -0.148 -0.126 -0.010 0.4292
H -4.010 2.897 3.049 0.098 -0.353 0.100 0.2514
H -4.876 4.043 3.997 0.767 0.172 -0.725 0.2639
H -2.634 5.195 0.781 -0.310 -0.564 0.565 0.2390
H 0.486 5.232 -0.510 -0.442 -0.546 0.393 0.2406
H -0.324 4.926 0.916 0.111 -0.199 -0.525 0.2616
H -1.689 -0.014 4.065 -0.514 -0.358 -0.144 0.2755
H -2.757 0.252 2.675 0.031 0.059 0.021 0.2523
H -2.898 -1.308 3.523 0.685 0.381 0.025 0.3579
H -1.737 4.520 -1.135 -0.053 -0.436 0.146 0.3784
H -0.583 3.280 -1.568 0.060 -0.016 0.374 0.4131
H 3.083 -6.581 -4.221 -0.352 0.128 -0.066 0.3057
H 3.882 -5.808 -5.561 -0.371 0.499 0.754 0.3549
H 2.264 -5.243 -5.070 -0.082 0.128 0.047 0.3221
H 4.686 -5.150 -3.204 0.171 -0.124 0.446 0.3073
H 4.278 -3.833 -4.252 0.172 0.344 0.069 0.3130
H -2.336 0.706 0.219 -0.275 -0.226 0.084 0.4252
H -0.905 0.995 -0.768 -0.125 0.196 -0.570 0.3416
H 0.474 1.475 1.185 -0.037 0.032 -0.431 0.0480
H -0.888 1.503 2.200 -0.160 -0.668 -0.125 0.4713
```
Forces are in eV/Å.

***

No. 3
Here is a cluster of 2 separate species, C2H8NO2 in total in a non-equilibrium geometry from the OMol25 dataset. Energies are from the ωB97M-V functional and the def2-TZVPD basis.

For the gap between HOMO and LUMO, the calculation gives 8.19 eV. Its HOMO energy is -3.6459 eV. Its net charge is -1. For the LUMO energy, the calculation gives 0.1670 Ha.

```
13
Properties=species:S:1:pos:R:3:forces:R:3:mulliken_charge:R:1
C 1.544 1.400 0.263 -2.523 1.264 -0.808 -0.4208
O 0.910 1.546 -1.029 0.687 0.357 0.739 -0.6718
H 2.592 1.677 0.276 0.399 -0.426 -0.351 0.2317
H 1.266 0.399 0.501 0.790 -0.996 1.084 0.1547
H 1.075 2.065 1.072 0.284 -0.530 -0.873 0.1274
N -0.250 -1.765 0.271 0.410 4.123 -1.361 -0.7206
C -1.463 -0.712 0.018 1.926 2.178 1.579 -0.3285
O -1.259 0.479 -0.714 -0.054 -2.654 1.227 -0.7321
H 0.222 -1.728 -0.638 0.118 -0.245 0.239 0.1742
H -0.714 -2.608 0.301 -1.203 -2.509 0.047 0.2956
H -1.678 -0.484 1.150 -0.412 -0.377 -1.871 0.1817
H -2.187 -1.271 -0.521 -1.237 -0.777 -0.003 0.2995
H -0.056 1.001 -0.950 0.816 0.591 0.351 0.4089
```
Forces are in eV/Å.

***

Record order is preserved below.
Relative energy (zero: lowest compared OMol25 entry of this formula, charge and spin): 59.1 52.2 34.0 kcal per mole